## i
ORCA calculation (ωB97M-V/def2-TZVPD) on a 10-piece molecular cluster, H22NO9 overall.

Properties
Frontier orbital gap: 0.4064 Ha
HOMO energy: -0.517 hartree
Charge: +1

The geometry in XYZ format:
```
32
Properties=species:S:1:pos:R:3:lowdin_charge:R:1
O 2.867 -1.877 -1.349 -0.065
O 1.469 -1.964 1.858 -0.048
O -2.324 1.179 -0.979 -0.041
O -4.824 -0.483 -0.010 -0.050
O 1.137 2.556 -1.630 -0.062
O 2.767 0.518 0.027 -0.059
O 0.513 -0.685 -2.096 -0.041
O 0.389 2.445 1.948 -0.036
O -2.381 -1.090 1.516 -0.040
N -0.105 0.099 0.623 0.243
H -2.878 -1.785 1.075 0.060
H 3.149 -2.224 -2.203 0.066
H -2.521 0.828 -1.854 0.058
H -0.118 2.439 2.770 0.073
H 1.954 -1.540 -1.503 -0.001
H 1.566 3.219 -1.080 0.038
H 3.029 -0.330 -0.384 0.009
H 0.185 -1.594 -2.170 0.090
H 0.879 -2.718 1.977 0.060
H 2.351 -2.350 1.795 0.063
H 3.587 0.894 0.365 0.062
H -2.206 2.127 -1.119 0.065
H -3.011 -0.698 2.138 0.088
H -0.062 1.112 0.863 0.078
H -4.712 -1.439 -0.009 0.029
H 1.284 2.690 2.213 0.072
H 0.588 -0.318 1.255 0.078
H 1.693 1.771 -1.536 -0.004
H -3.927 -0.118 -0.022 -0.013
H 0.206 -0.084 -0.335 0.063
H -1.064 -0.229 0.862 0.066
H 0.521 -0.353 -3.005 0.101
```

=====

## ii
ORCA calculation (ωB97M-V/def2-TZVPD) on a 10-piece molecular cluster, H22NO9 overall.

Properties
Frontier orbital gap: 0.3927 Ha
HOMO energy: -0.512 hartree
Charge: +1

The geometry in XYZ format:
```
32
Properties=species:S:1:pos:R:3:lowdin_charge:R:1
O 2.907 2.255 -1.832 0.038
O -1.429 0.654 -2.623 -0.138
O 0.811 -2.029 2.541 0.029
O -2.348 -2.920 -0.317 -0.031
O -0.848 3.082 -0.046 -0.101
O -3.271 -0.334 0.326 -0.110
O 0.256 -2.853 -1.262 -0.131
O 3.616 -0.181 -0.728 -0.034
O 0.066 1.547 3.192 -0.140
N 0.228 0.229 0.145 0.378
H 0.625 -0.601 0.503 0.095
H -0.674 1.329 -2.537 0.054
H -2.458 -2.028 -0.141 -0.062
H 1.944 2.234 -1.865 0.035
H -4.072 -0.306 0.935 0.097
H -0.731 1.026 3.454 0.050
H 4.170 0.397 -0.162 0.081
H 1.099 -1.225 2.950 0.029
H 3.279 1.497 -1.864 -0.116
H -1.181 0.035 -3.438 0.122
H 0.540 -3.712 -0.801 0.085
H 0.940 0.670 -0.515 0.168
H -3.627 0.270 -0.432 0.111
H -0.634 -0.091 -0.232 0.095
H 4.246 -0.411 -1.366 0.024
H 1.596 -2.365 2.354 -0.033
H -0.379 3.707 0.666 0.132
H 0.475 2.032 4.055 0.141
H -0.627 -2.704 -0.817 -0.017
H -2.654 -2.846 -1.261 0.103
H -0.177 0.777 0.758 0.022
H -1.689 2.864 0.359 0.024
```

=====

Which of them is most stable? Easy: i.